[1]
ORCA calculation (ωB97M-V with the def2-TZVPD basis set) on a molecular structure, C32H64O64S16 at a distorted geometry.

Geometry as ORCA input:
```
! RIJCOSX wB97M-V def2-TZVPD def2/J DEFGRID3
* xyz 0 1
C 0.13523 4.56332 -1.35519
C 0.70619 3.84699 -2.54513
O -0.23039 2.92411 -2.98526
S -1.77750 3.34730 -2.68261
O -2.56842 2.17110 -2.36820
O -2.31877 4.38087 -3.60406
O -1.18150 4.12915 -1.31136
H 0.12575 5.65327 -1.34989
H 0.78819 4.14087 -0.59147
H 1.56175 3.31764 -2.12571
H 0.98617 4.48624 -3.38243
C -2.14311 4.66410 1.81609
C -1.76406 6.14086 1.89140
O -0.35379 6.22496 2.00866
S 0.31526 4.87347 2.74324
O 0.23573 4.85646 4.19946
O 1.50751 4.50497 1.92981
O -0.98728 4.00192 2.27285
H -2.38225 4.46286 0.77186
H -2.98400 4.46207 2.47956
H -2.16061 6.69266 2.74367
H -2.21436 6.62653 1.02568
C 1.32323 1.37160 -5.84891
C 2.09925 2.71383 -6.00593
O 2.88745 2.82663 -4.79946
S 3.06268 1.41751 -4.00034
O 3.13768 1.64430 -2.52307
O 4.11442 0.67968 -4.61595
O 1.63835 0.93876 -4.59924
H 1.44988 0.76961 -6.74873
H 0.25434 1.56655 -5.76196
H 1.47895 3.61001 -5.99229
H 2.77928 2.48033 -6.82516
C 5.93048 7.93641 -4.33576
C 5.63197 8.51460 -2.93219
O 5.04700 7.48164 -2.24373
S 3.82534 6.93193 -3.35024
O 2.77229 7.91215 -3.56375
O 3.44285 5.58370 -2.87515
O 4.90645 7.03232 -4.64068
H 6.81662 7.31965 -4.48565
H 6.02307 8.56548 -5.22108
H 5.11156 9.46682 -3.03487
H 6.53048 8.65199 -2.33060
C 6.92642 4.14862 -2.61576
C 6.44347 2.83122 -3.01855
O 6.81254 1.84758 -2.09080
S 7.50894 2.43888 -0.76930
O 8.96471 2.11616 -0.58822
O 6.67517 2.34884 0.40082
O 7.50764 4.04882 -1.34654
H 6.08354 4.83854 -2.65667
H 7.54217 4.69227 -3.33228
H 6.64303 2.46902 -4.02706
H 5.35549 2.77915 -2.97764
C -4.47494 -5.02310 5.24218
C -4.56177 -3.57536 4.93126
O -3.69026 -3.37560 3.85720
S -2.38372 -4.40571 3.84544
O -1.44688 -3.71488 4.75937
O -1.96038 -4.96808 2.59277
O -3.32094 -5.53269 4.68434
H -5.38848 -5.53569 4.94087
H -4.42526 -5.18984 6.31820
H -4.24220 -3.10184 5.85957
H -5.49963 -3.04600 4.76306
C -6.62811 4.62577 1.44294
C -6.39745 3.19848 1.00573
O -5.68333 3.34673 -0.23702
S -6.11757 4.71260 -0.98948
O -6.92337 4.37921 -2.13366
O -4.92997 5.49744 -1.07147
O -7.00377 5.26937 0.26330
H -5.85155 5.15737 1.99289
H -7.48332 4.60537 2.11844
H -7.26268 2.59053 0.74140
H -6.01072 2.60684 1.83549
C -3.62942 -3.09365 -0.44640
C -4.23678 -2.45302 0.80507
O -5.31941 -1.75822 0.29985
S -5.28874 -1.34907 -1.32210
O -4.87673 0.05718 -1.34230
O -6.50039 -1.77672 -2.04898
O -3.91256 -2.25242 -1.53136
H -4.16004 -4.04444 -0.49684
H -2.56009 -3.29490 -0.51062
H -3.60260 -1.73972 1.33150
H -4.47198 -3.11703 1.63686
C -1.28908 -1.93274 -3.38572
C -1.61529 -0.41945 -3.33475
O -1.30794 0.06189 -4.71482
S -1.95197 -1.05981 -5.72147
O -1.24562 -0.92602 -6.97147
O -3.37201 -0.91572 -5.79900
O -1.58286 -2.30036 -4.77712
H -1.84554 -2.44709 -2.60220
H -0.22441 -2.02530 -3.17121
H -0.91731 0.09749 -2.67619
H -2.62770 -0.15273 -3.03147
C -0.08195 -6.32534 -4.35325
C -0.72494 -7.13752 -3.34124
O -0.14635 -6.80191 -2.09027
S 0.52845 -5.35216 -2.00778
O 1.96223 -5.71534 -1.84205
O -0.23092 -4.36323 -1.12733
O 0.21550 -5.14708 -3.69940
H -0.77029 -6.12585 -5.17453
H 0.87203 -6.74496 -4.67253
H -0.66153 -8.19521 -3.59695
H -1.78384 -6.88087 -3.31032
C 3.13747 -1.56756 -0.04121
C 3.14233 -3.00248 0.49950
O 4.50989 -3.12697 1.02020
S 5.04237 -1.77213 1.74497
O 6.49760 -1.51321 1.45467
O 4.77170 -1.63401 3.16549
O 3.97969 -0.84333 0.91440
H 2.12479 -1.17514 -0.13386
H 3.57548 -1.69765 -1.03081
H 3.07184 -3.74465 -0.29567
H 2.52450 -3.12482 1.38912
C 4.15473 2.86932 3.15421
C 3.62591 3.59213 4.40439
O 2.68106 2.71506 4.87740
S 3.24245 1.12628 4.69657
O 2.09329 0.26496 4.53421
O 4.24881 0.83571 5.78660
O 4.03885 1.43581 3.29581
H 5.21847 3.04345 2.99227
H 3.65638 3.01858 2.19637
H 3.04236 4.46515 4.11212
H 4.41691 3.69476 5.14727
C 2.82263 -6.62735 1.34618
C 1.32201 -6.78471 1.22511
O 0.77125 -6.83818 2.51745
S 1.92508 -6.71966 3.70401
O 1.51833 -7.65983 4.74811
O 2.40831 -5.40541 3.93187
O 2.95817 -7.33040 2.56901
H 3.04555 -5.56092 1.38000
H 3.38167 -7.14405 0.56605
H 0.96867 -7.74986 0.86218
H 0.87879 -5.95323 0.67712
C 0.66160 1.59161 0.33080
C 1.23601 1.07735 1.64557
O 0.61484 -0.20463 1.81833
S -0.84169 -0.37809 0.91025
O -2.02578 0.19715 1.53739
O -0.97215 -1.73202 0.36806
O -0.26655 0.63430 -0.27256
H 1.40302 1.93527 -0.39052
H -0.03345 2.40377 0.54386
H 0.96002 1.64538 2.53398
H 2.22984 0.63758 1.72924
C -3.80052 -8.29657 1.55536
C -3.23113 -9.31366 0.54788
O -3.07138 -8.56731 -0.57581
S -3.33867 -6.89489 -0.47571
O -4.46482 -6.64541 -1.38375
O -2.08955 -6.13400 -0.63790
O -3.87755 -6.97736 1.07429
H -3.18069 -8.22769 2.44931
H -4.85736 -8.46284 1.76404
H -3.95385 -10.12073 0.42782
H -2.26450 -9.65539 0.91794
C -1.74739 1.38837 4.50158
C -2.12085 1.51690 5.90568
O -3.28490 2.35867 5.81187
S -4.29225 2.06428 4.49756
O -5.02453 3.31268 4.14236
O -5.09759 0.80001 4.64869
O -2.86125 1.85299 3.71348
H -1.62157 0.31775 4.34019
H -0.77386 1.83630 4.30229
H -1.26364 2.00133 6.37324
H -2.52043 0.61676 6.37278
*
```

E	-338598.231	eV
Kohn-Sham gap	10.43	eV
max |F|	5.9	eV/Å
energy above the lowest of the compared OMol25 structures with the same formula, charge and spin	1147.2	kJ/mol
LUMO	-0.151	eV

***

[2]
ORCA calculation (ωB97M-V with the def2-TZVPD basis set) on 7 unconnected molecules or ions with the total composition C32H66BI2N2O8 at a distorted geometry.

Geometry as ORCA input:
```
! RIJCOSX wB97M-V def2-TZVPD def2/J DEFGRID3
* xyz -1 1
C -3.08075 -1.26123 0.39618
C -3.38106 -0.49863 -0.89312
C -3.15548 1.00844 -0.70702
C -1.84403 1.49686 -1.30638
C -1.93919 1.88426 -2.78474
B -1.82164 0.70041 -3.90229
I -0.28877 -0.89843 -3.47070
O -1.25053 1.32723 -5.13618
C -2.31552 1.87477 -5.83544
C -1.93934 1.76708 -7.30540
N -0.77334 2.61812 -7.53377
C -3.53295 0.94204 -5.42800
N -4.09562 0.19395 -6.52434
I -5.24296 2.12908 -4.58993
O -3.09339 0.16496 -4.45756
H -2.15858 -0.86883 0.82259
H -3.86114 -1.07816 1.12379
H -2.96706 -2.32863 0.23624
H -4.40966 -0.71764 -1.16191
H -2.74260 -0.88385 -1.68086
H -3.10782 1.18122 0.36080
H -4.02030 1.56271 -1.06208
H -1.05922 0.77343 -1.10802
H -1.55710 2.38861 -0.74699
H -2.85664 2.45274 -2.89491
H -1.13824 2.57938 -3.00902
H -2.50404 2.93352 -5.64032
H -2.77142 2.05987 -7.93411
H -1.75447 0.71326 -7.49037
H 0.05723 2.09970 -7.27838
H -0.70203 2.90249 -8.50124
H -5.05523 0.45308 -6.68988
H -4.02873 -0.80023 -6.34241
C 5.21528 -0.57672 -1.78944
C 4.70307 -0.06984 -3.13501
C 3.24300 0.23236 -2.81606
O 3.20688 0.61852 -1.43517
C 4.45429 0.31021 -0.81653
H 6.29727 -0.50356 -1.67260
H 4.92675 -1.61850 -1.64710
H 5.22863 0.84843 -3.41468
H 4.81583 -0.78691 -3.94766
H 2.61502 -0.65184 -2.94461
H 2.82975 1.03490 -3.42652
H 4.98999 1.25185 -0.63349
H 4.27353 -0.17559 0.14089
C -9.21318 0.13345 -4.43263
C -9.69824 1.34048 -3.63822
C -10.16488 0.69073 -2.34270
O -9.34172 -0.45748 -2.14485
C -8.59456 -0.72594 -3.33986
H -8.50570 0.38477 -5.22130
H -10.06403 -0.38401 -4.88522
H -8.86237 2.01579 -3.44311
H -10.48581 1.90720 -4.13426
H -11.20865 0.36100 -2.41791
H -10.07263 1.35124 -1.47904
H -7.55017 -0.45137 -3.16545
H -8.64090 -1.79307 -3.56063
C -6.52207 1.51932 3.75861
C -5.21371 2.00610 4.37350
C -4.18319 1.33391 3.47549
O -4.78322 1.22215 2.18653
C -6.17834 1.50923 2.27478
H -7.37983 2.15005 3.98987
H -6.74177 0.50530 4.10150
H -5.14028 3.09253 4.28323
H -5.09502 1.74335 5.42427
H -3.93987 0.32665 3.83296
H -3.25651 1.90301 3.39141
H -6.35972 2.48846 1.81804
H -6.73543 0.75839 1.71347
C 3.29930 -0.15809 4.17824
C 4.65248 0.30097 4.71623
C 5.61264 -0.50549 3.85413
O 4.97060 -0.69610 2.59226
C 3.59134 -0.31791 2.69323
H 2.48769 0.54050 4.37489
H 3.03202 -1.12374 4.61561
H 4.78564 1.36875 4.52984
H 4.78966 0.12598 5.77554
H 5.80885 -1.49111 4.29450
H 6.56811 -0.00138 3.69722
H 3.45184 0.62598 2.15788
H 2.97119 -1.07810 2.21765
C 8.13711 0.60917 8.43933
C 8.34466 2.07072 8.05585
C 7.38896 2.21947 6.88035
O 6.30483 1.31872 7.12293
C 6.64489 0.43535 8.19400
H 8.42649 0.37668 9.46314
H 8.70704 -0.03762 7.76840
H 8.03513 2.72050 8.87774
H 9.37356 2.31636 7.79733
H 7.87011 1.93515 5.93811
H 6.99750 3.23168 6.77642
H 6.06130 0.72013 9.07627
H 6.37639 -0.58541 7.91663
C 4.89465 -5.71643 0.45401
C 5.51280 -6.22130 -0.84574
C 5.09314 -5.13578 -1.82774
O 5.01567 -3.92170 -1.07949
C 5.07807 -4.21114 0.31938
H 5.36314 -6.12002 1.35089
H 3.83138 -5.96497 0.48272
H 6.60172 -6.24827 -0.75585
H 5.17129 -7.21273 -1.14082
H 4.10552 -5.34370 -2.25252
H 5.80178 -5.00788 -2.64719
H 6.05683 -3.89358 0.69514
H 4.30881 -3.63975 0.83875
*
```

E	-70494.386	eV
Kohn-Sham gap	6.95	eV
max |F|	2.2	eV/Å
LUMO	1.904	eV

***

[3]
ORCA calculation (ωB97M-V with the def2-TZVPD basis set) on 10 unconnected molecules or ions with the total composition C32H66N2O32P at a distorted geometry.

Geometry as ORCA input:
```
! RIJCOSX wB97M-V def2-TZVPD def2/J DEFGRID3
* xyz -1 1
N -3.78776 -3.25114 -3.61324
C -3.43635 -4.02657 -4.84797
C -1.95901 -4.63955 -4.84655
C -1.55839 -5.42942 -3.50094
C -2.41273 -6.75158 -3.22372
N -3.70426 -6.52033 -2.49644
P -5.03492 -7.46185 -3.11439
O -6.12968 -7.46633 -2.01991
O -5.77789 -6.80892 -4.50888
O -4.63587 -9.09997 -3.39144
C -1.50477 -7.68195 -2.24470
O -1.93826 -8.84819 -1.98909
O -0.34073 -7.25502 -1.65965
H -4.60545 -3.68258 -3.14732
H -4.16438 -2.34774 -3.95985
H -3.58782 -3.35298 -5.77427
H -4.16902 -4.89227 -4.97401
H -1.71089 -5.29323 -5.74969
H -1.22999 -3.74312 -4.90422
H -0.43992 -5.68192 -3.61007
H -1.66147 -4.76742 -2.57111
H -2.59473 -7.30292 -4.22481
H -3.93060 -5.52380 -2.39016
H -5.15619 -6.80037 -5.27684
H -4.13165 -9.18807 -4.23139
C 5.63011 -4.42409 -3.12328
O 5.18469 -4.74775 -1.80809
C 3.86916 -5.03558 -1.72401
O 3.08821 -5.03658 -2.63893
O 3.58881 -5.31838 -0.44297
C 2.21560 -5.64601 -0.19766
H 6.69904 -4.21064 -3.07272
H 5.47870 -5.26789 -3.79984
H 5.11842 -3.53355 -3.49498
H 1.92472 -6.53884 -0.75519
H 1.56814 -4.80458 -0.45194
H 2.10596 -5.85460 0.86733
C 0.68785 -1.27819 5.13637
O 0.91258 -2.00309 3.92978
C 2.19753 -2.03955 3.54041
O 3.12682 -1.52563 4.11441
O 2.26650 -2.74658 2.40255
C 3.58382 -2.86938 1.86814
H -0.38017 -1.31554 5.35288
H 1.22568 -1.73799 5.96826
H 0.98040 -0.23248 5.01812
H 4.23719 -3.39295 2.56955
H 3.99212 -1.88689 1.61928
H 3.52167 -3.45727 0.95163
C -2.14973 2.03176 -5.75631
O -2.97234 1.21678 -4.92453
C -3.00002 1.59651 -3.63605
O -2.40437 2.53522 -3.16067
O -3.80452 0.75041 -2.97184
C -3.93003 1.03439 -1.58029
H -2.20342 1.63353 -6.76998
H -2.51446 3.06120 -5.76929
H -1.10983 1.99457 -5.42491
H -4.36626 2.02375 -1.42700
H -2.96103 0.95757 -1.08272
H -4.59963 0.29251 -1.14477
C -9.97154 0.47200 0.79361
O -9.76575 1.76351 0.22254
C -8.54697 1.94012 -0.31201
O -7.66073 1.12331 -0.34038
O -8.48701 3.18630 -0.81006
C -7.23680 3.51122 -1.41357
H -10.98551 0.44271 1.19346
H -9.87729 -0.30545 0.03267
H -9.27146 0.29700 1.61321
H -7.03539 2.85270 -2.26138
H -6.42913 3.45527 -0.68031
H -7.29871 4.53624 -1.78041
C -2.80692 6.18429 0.41522
O -2.41094 4.91707 0.93587
C -1.08786 4.68227 0.87287
O -0.25596 5.43425 0.42808
O -0.85385 3.46437 1.39253
C 0.52021 3.08014 1.39094
H -3.88967 6.26268 0.51820
H -2.34605 6.99583 0.98290
H -2.55392 6.26166 -0.64436
H 1.11355 3.76777 1.99752
H 0.90599 3.03345 0.37045
H 0.58780 2.08495 1.83126
C 8.01515 -10.83972 0.45515
O 8.19146 -9.44491 0.69163
C 7.20231 -8.67508 0.20365
O 6.22883 -9.06654 -0.38901
O 7.48971 -7.39687 0.49207
C 6.51541 -6.45789 0.02951
H 8.86839 -11.36153 0.89000
H 7.10539 -11.20090 0.93938
H 7.99128 -11.04905 -0.61650
H 5.54757 -6.64532 0.49740
H 6.43241 -6.49401 -1.05617
H 6.84911 -5.46031 0.31672
C 0.13401 9.22318 1.85150
O -0.93984 10.09543 1.49755
C -1.45186 10.78439 2.52821
O -1.08523 10.72051 3.67601
O -2.44451 11.55821 2.05946
C -3.08535 12.35328 3.05494
H 0.46850 8.71948 0.94430
H 0.97269 9.79059 2.26054
H -0.20324 8.46557 2.56201
H -2.37471 13.04533 3.51202
H -3.55037 11.71989 3.81357
H -3.86662 12.93454 2.56444
C -0.05321 7.32911 9.71871
O -1.00100 8.22841 9.14703
C -0.46128 9.15665 8.33944
O 0.71053 9.27401 8.07943
O -1.45425 9.92971 7.87330
C -1.02365 10.96870 6.99365
H -0.59918 6.62686 10.34935
H 0.46202 6.76484 8.93854
H 0.66302 7.86887 10.34193
H -0.54781 10.54955 6.10570
H -0.34623 11.65348 7.50898
H -1.90573 11.52758 6.68000
C 9.27518 1.25722 -3.44942
O 9.11972 0.49245 -2.25601
C 7.91436 -0.08703 -2.12707
O 7.00290 -0.00746 -2.91264
O 7.90288 -0.76953 -0.97164
C 6.67308 -1.44191 -0.70170
H 10.28173 1.67662 -3.44714
H 9.16716 0.62202 -4.33118
H 8.55772 2.08017 -3.47606
H 6.46187 -2.18462 -1.47477
H 5.85263 -0.72583 -0.61872
H 6.77578 -1.95871 0.25296
*
```

E	-112045.821	eV
Kohn-Sham gap	5.76	eV
max |F|	5.8	eV/Å
energy above the lowest of the compared OMol25 structures with the same formula, charge and spin	246.7	kJ/mol
LUMO	1.444	eV